w | Below is a 3-piece molecular cluster, C4H5NOS overall, with properties calculated with ωB97M-V with the def2-TZVPD basis set.

Results
Orbital gap (spin up / spin down) ... 8.330 / 8.329 eV
Spin multiplicity ... 1
HOMO level (spin up / spin down) ... -0.334 / -0.334 hartree
Structure (SMILES) ... N=C=O.C#C.C=S

Positions of all 12 atoms, in Å:
1 C 3.73961 1.45717 0.02279
2 C 3.07751 2.05619 0.85303
3 C 2.44441 -2.15632 -0.07065
4 C -5.67486 0.61701 -0.82668
5 N 2.14388 -2.64669 1.01281
6 O 3.00825 -1.66889 -0.95313
7 S -5.97693 -0.43044 0.46204
8 H 4.52515 1.24217 -0.60349
9 H 2.57277 2.62920 1.53000
10 H -5.82230 0.35691 -1.79781
11 H -5.29043 1.71169 -0.58600
12 H 1.25295 -3.16802 0.95710

x | Below is a 2-piece molecular cluster, C4H5NOS overall, with properties calculated with ωB97M-V with the def2-TZVPD basis set.

Results
Orbital gap ... 8.643 eV
Spin multiplicity ... 1
HOMO level ... -0.298 hartree
Structure (SMILES) ... CC#[N+][S-].C=C=O

Positions of all 12 atoms, in Å:
1 C 0.13456 3.11099 -1.82750
2 C 0.38298 -2.25169 1.14318
3 C -0.97017 3.36363 -2.48124
4 C 0.30741 -2.59255 2.54142
5 N 0.35972 -1.89988 0.00469
6 O 1.09048 2.84553 -1.18615
7 S 0.65203 -1.50468 -1.44687
8 H -1.40753 4.35704 -2.32311
9 H -1.15139 2.77992 -3.35020
10 H 0.73611 -1.85365 3.24644
11 H 0.68323 -3.64815 2.92206
12 H -0.81744 -2.70650 2.75727

List of relative energies, unit kJ/mol: w 81.4; x 0.0